Record 1
Entry from OMol25: an isolated ion of composition C2H6NS and charge +1 (ωB97M-V with the def2-TZVPD basis set).

Computed properties:
- SMILES: [NH3+][C@H]1CS1
- DFT total energy: -14487.879 eV
- ΔE to the lowest compared entry with this formula, charge and spin: 0.836 eV
- Orbital gap: 9.406 eV
- Net charge: +1
- E_HOMO: -13.76 eV

CARTESIAN COORDINATES (ANGSTROEM)
H  1.58  0.44  0.14
S  -2.29  0.37  -0.07
H  0.83  1.86  -0.15
H  -0.86  -1.12  1.29
N  0.69  0.84  0.13
C  -1.10  -0.97  0.16
H  -0.20  0.14  -1.61
C  -0.34  -0.03  -0.59
H  -1.33  -1.92  -0.24
H  0.43  0.96  1.16


Record 2
Entry from OMol25: a 2-piece molecular cluster, C2H6O overall (ωB97M-V with the def2-TZVPD basis set).

Computed properties:
- SMILES: [H][H].C=CO
- DFT total energy: -4216.968 eV
- ΔE to the lowest compared entry with this formula, charge and spin: 1.499 eV
- Orbital gap: 9.932 eV
- E_HOMO: -9.07 eV

CARTESIAN COORDINATES (ANGSTROEM)
H  2.18  -0.51  1.01
C  -0.87  -0.68  0.26
O  1.28  -0.77  1.24
H  0.92  -0.06  -0.69
H  -1.33  -1.09  1.15
H  -1.49  -0.45  -0.59
H  -0.63  1.80  -0.99
C  0.45  -0.48  0.20
H  -0.50  2.23  -1.59


Record 3
Entry from OMol25: C2H6O in the gas phase (ωB97M-V with the def2-TZVPD basis set).

Computed properties:
- SMILES: CCO
- DFT total energy: -4218.211 eV
- ΔE to the lowest compared entry with this formula, charge and spin: 0.256 eV
- Orbital gap: 11.351 eV
- E_HOMO: -10.25 eV

CARTESIAN COORDINATES (ANGSTROEM)
H  -1.17  0.25  -1.33
C  -0.12  -0.69  -0.07
O  -1.39  -0.33  -0.59
H  0.00  1.48  0.04
C  0.53  0.61  0.46
H  0.42  0.72  1.54
H  1.58  0.73  0.18
H  -0.34  -1.49  0.66
H  0.48  -1.21  -0.84


Record 4
Entry from OMol25: a 2-piece molecular cluster, C2H6O overall (ωB97M-V with the def2-TZVPD basis set).

Computed properties:
- SMILES: C=C.O
- DFT total energy: -4215.682 eV
- ΔE to the lowest compared entry with this formula, charge and spin: 2.786 eV
- Orbital gap: 10.133 eV
- E_HOMO: -9.16 eV

CARTESIAN COORDINATES (ANGSTROEM)
O  -0.26  -1.26  -0.93
H  0.58  2.09  -0.13
C  0.16  0.14  0.58
H  -1.10  1.67  -0.26
H  -0.24  -2.18  -0.60
H  0.56  -0.93  -0.42
H  1.16  -0.27  0.89
C  -0.11  1.30  -0.01
H  -0.74  -0.56  0.89


Record 5
Entry from OMol25: C2H6O2 in the gas phase (ωB97M-V with the def2-TZVPD basis set).

Computed properties:
- SMILES: OCCO
- DFT total energy: -6265.717 eV
- ΔE to the lowest compared entry with this formula, charge and spin: 0.538 eV
- Orbital gap: 11.055 eV
- E_HOMO: -10.23 eV

CARTESIAN COORDINATES (ANGSTROEM)
H  -0.88  -0.49  -1.14
H  0.81  -0.47  1.41
C  -0.72  -0.22  -0.08
H  -1.45  -0.78  0.53
C  0.70  -0.57  0.32
O  1.61  0.26  -0.36
H  0.93  -1.61  0.05
H  1.25  1.16  -0.24
H  -1.38  1.54  -0.61
O  -0.87  1.18  0.12


Record 6
Entry from OMol25: a 2-piece molecular cluster, C2H6O2 overall (ωB97M-V with the def2-TZVPD basis set).

Computed properties:
- SMILES: C=CO.O
- DFT total energy: -6265.187 eV
- ΔE to the lowest compared entry with this formula, charge and spin: 1.068 eV
- Orbital gap: 9.936 eV
- E_HOMO: -9.11 eV

CARTESIAN COORDINATES (ANGSTROEM)
C  -1.11  -2.25  -1.59
C  -1.17  -2.37  -0.28
H  2.92  5.13  0.35
O  2.29  4.91  1.05
H  -1.65  -2.86  -2.30
O  -0.57  -1.48  0.56
H  -0.39  -1.56  -2.02
H  -0.60  -1.80  1.46
H  -1.78  -3.12  0.21
H  1.52  4.51  0.63


Record 7
Entry from OMol25: a 2-piece molecular cluster, C2H6O2 overall (ωB97M-V with the def2-TZVPD basis set).

Computed properties:
- SMILES: C=CO.O
- DFT total energy: -6264.185 eV
- ΔE to the lowest compared entry with this formula, charge and spin: 2.070 eV
- Orbital gap: 9.350 eV
- E_HOMO: -8.55 eV

CARTESIAN COORDINATES (ANGSTROEM)
H  1.89  0.12  1.01
H  0.12  -1.33  -1.34
H  0.49  2.13  1.36
H  -0.67  -2.09  -2.45
H  -1.53  0.60  0.10
C  0.80  0.09  1.08
C  0.11  1.24  0.86
O  -0.96  1.38  0.06
H  0.34  -0.86  1.30
O  -0.60  -1.27  -1.97


Record 8
Entry from OMol25: an isolated ion of composition C2H6O2P and charge -1 (ωB97M-V with the def2-TZVPD basis set).

Computed properties:
- SMILES: C=[P@](C)([O-])O
- DFT total energy: -15556.055 eV
- ΔE to the lowest compared entry with this formula, charge and spin: 1.557 eV
- Orbital gap: 7.058 eV
- Net charge: -1
- E_HOMO: -2.80 eV

CARTESIAN COORDINATES (ANGSTROEM)
O  0.12  -0.94  1.72
C  -1.59  -0.81  -0.59
H  1.97  -0.62  -0.45
H  0.88  0.60  -1.23
H  -1.10  1.43  1.54
H  -1.15  -0.38  -1.48
C  1.38  0.31  -0.32
P  -0.24  -0.19  0.47
H  -1.51  -1.92  -0.65
H  1.85  1.06  0.26
O  -0.61  1.44  0.73


Record 9
Entry from OMol25: an isolated ion of composition C2H6O2P and charge +1 (ωB97M-V with the def2-TZVPD basis set).

Computed properties:
- DFT total energy: -15541.817 eV
- ΔE to the lowest compared entry with this formula, charge and spin: 5.349 eV
- Orbital gap (spin up / spin down): 8.500 / 9.348 eV
- Net charge: +1
- E_HOMO (spin up / spin down): -14.78 / -16.31 eV

CARTESIAN COORDINATES (ANGSTROEM)
H  1.44  1.48  -1.12
O  -1.99  -1.65  0.27
H  -0.23  1.49  -1.48
H  0.88  -1.04  1.61
H  -0.67  -0.53  2.14
H  0.55  0.43  -2.43
C  0.11  -0.21  1.54
C  0.63  0.82  -1.42
H  0.45  0.84  1.82
P  0.10  -0.40  -0.20
O  -1.26  -1.22  -0.73


Record 10
Entry from OMol25: a 2-piece molecular cluster, C2H6O2P3 overall (ωB97M-V with the def2-TZVPD basis set).

Computed properties:
- DFT total energy: -34131.672 eV
- ΔE to the lowest compared entry with this formula, charge and spin: 0.470 eV
- Orbital gap: 5.581 eV
- Net charge: -1
- E_HOMO: -2.15 eV

CARTESIAN COORDINATES (ANGSTROEM)
H  -0.56  -2.39  0.52
H  0.20  -0.63  2.58
H  0.78  1.25  2.10
O  -2.11  1.78  -0.85
P  0.57  -2.00  -0.21
H  -0.16  -1.89  -1.40
O  -2.51  -0.42  -1.33
C  -2.26  0.66  -1.07
H  0.59  1.81  -1.10
P  1.42  0.68  -1.05
H  2.34  1.40  -0.28
C  0.44  -0.21  0.22
P  1.26  -0.05  1.86


Record 11
Entry from OMol25: C2H6O2Rb as an isolated structure (ωB97M-V with the def2-TZVPD basis set).

Computed properties:
- DFT total energy: -6918.864 eV
- ΔE to the lowest compared entry with this formula, charge and spin: 0.000 eV
- Multiplicity: 2
- Orbital gap (spin up / spin down): 3.719 / 10.720 eV
- E_HOMO (spin up / spin down): -3.71 / -10.44 eV

CARTESIAN COORDINATES (ANGSTROEM)
H  4.67  -24.35  -5.88
C  4.16  -23.64  -8.58
H  3.26  -24.79  -7.15
H  3.65  -22.90  -9.19
C  4.91  -22.99  -7.34
H  4.79  -24.28  -9.20
O  3.13  -24.43  -8.03
H  4.12  -22.43  -6.83
H  5.82  -22.53  -7.72
O  5.35  -23.87  -6.36
Rb  6.52  -23.06  -3.74


Record 12
Entry from OMol25: a 2-piece molecular cluster, C2H6O2S overall (ωB97M-V with the def2-TZVPD basis set).

Computed properties:
- SMILES: O=CO.CS
- DFT total energy: -17101.097 eV
- ΔE to the lowest compared entry with this formula, charge and spin: 0.424 eV
- Orbital gap: 9.867 eV
- E_HOMO: -9.19 eV

CARTESIAN COORDINATES (ANGSTROEM)
H  -2.20  -0.12  -1.91
H  -1.51  1.48  -1.62
C  -1.33  0.41  -1.56
O  2.19  -0.55  1.20
H  1.16  -0.57  3.23
O  0.75  0.18  2.76
H  0.40  -1.23  -1.49
C  1.21  0.06  1.49
S  0.17  -0.22  -2.33
H  0.50  0.43  0.74
H  -1.34  0.14  -0.50


Record 13
Entry from OMol25: C2H6O2S2 as an isolated structure (ωB97M-V with the def2-TZVPD basis set).

Computed properties:
- DFT total energy: -27934.429 eV
- ΔE to the lowest compared entry with this formula, charge and spin: 2.483 eV
- Orbital gap: 9.205 eV
- E_HOMO: -9.48 eV

CARTESIAN COORDINATES (ANGSTROEM)
S  0.35  -0.87  -2.27
H  0.37  -1.14  1.18
C  -0.51  -0.90  0.56
H  -0.74  -1.68  -0.12
H  -0.33  1.96  1.56
H  0.72  2.71  0.29
O  1.11  -1.89  -1.55
H  -1.18  -0.83  1.42
C  0.39  1.68  0.65
H  1.36  1.29  0.94
S  -0.42  0.50  -0.52
O  -1.11  -0.83  -2.13


Record 14
Entry from OMol25: a 2-piece molecular cluster, C2H6O2S3 overall (ωB97M-V with the def2-TZVPD basis set).

Computed properties:
- DFT total energy: -38769.441 eV
- ΔE to the lowest compared entry with this formula, charge and spin: 1.477 eV
- Orbital gap: 8.713 eV
- E_HOMO: -9.52 eV

CARTESIAN COORDINATES (ANGSTROEM)
H  3.40  -1.06  1.22
O  0.47  1.66  -0.42
H  1.63  -0.87  0.88
H  -2.36  0.80  -1.43
H  1.08  0.88  -0.63
S  3.15  0.23  -0.71
H  -1.32  -0.75  -1.40
C  -1.82  0.07  -0.87
S  -3.25  -0.69  0.06
C  2.70  -0.63  0.60
O  -0.39  0.00  1.21
S  -0.90  1.11  0.39
H  -2.41  -0.75  1.09


Record 15
Entry from OMol25: C2H6O2Sm as an isolated structure (ωB97M-V with the def2-TZVPD basis set).

Computed properties:
- DFT total energy: -24167.134 eV
- ΔE to the lowest compared entry with this formula, charge and spin: 2.379 eV
- Multiplicity: 7
- Orbital gap (spin up / spin down): 5.745 / 5.657 eV
- E_HOMO (spin up / spin down): -6.53 / -6.47 eV

CARTESIAN COORDINATES (ANGSTROEM)
H  3.17  0.37  -1.30
H  -2.53  -1.20  1.38
O  2.64  -0.42  -1.22
C  -2.61  -1.25  0.28
C  -1.89  -0.10  -0.40
H  -2.18  -2.21  -0.04
Sm  0.46  -0.68  -1.26
H  -1.33  1.71  0.24
H  -3.68  -1.27  0.03
O  -1.96  1.03  0.52
H  -2.50  0.17  -1.28


Record 16
Entry from OMol25: a 2-piece molecular cluster, C2H6O3 overall (ωB97M-V with the def2-TZVPD basis set).

Computed properties:
- SMILES: O=CO.CO
- DFT total energy: -8313.499 eV
- ΔE to the lowest compared entry with this formula, charge and spin: 1.009 eV
- Orbital gap: 11.341 eV
- E_HOMO: -10.63 eV

CARTESIAN COORDINATES (ANGSTROEM)
H  -2.13  -0.54  -1.06
O  0.34  1.84  0.40
C  -0.73  -1.40  -0.06
O  2.09  0.51  -0.05
H  2.19  2.29  0.90
H  -0.80  -2.22  -0.77
O  -1.32  -0.26  -0.72
H  -0.23  1.18  -0.08
H  0.29  -1.20  0.21
H  -1.34  -1.70  0.80
C  1.62  1.49  0.43


Record 17
Entry from OMol25: C2H6O3S2 in the gas phase (ωB97M-V with the def2-TZVPD basis set).

Computed properties:
- DFT total energy: -29981.659 eV
- ΔE to the lowest compared entry with this formula, charge and spin: 1.933 eV
- Orbital gap: 10.098 eV
- E_HOMO: -9.49 eV

CARTESIAN COORDINATES (ANGSTROEM)
C  -0.42  0.78  -2.31
S  1.41  -0.74  0.63
H  0.97  -0.08  2.98
C  0.48  -0.73  2.30
H  0.32  -1.80  2.71
H  -0.47  -0.29  2.05
O  -2.37  0.25  -0.51
H  -1.11  1.09  -3.04
O  2.01  0.56  0.64
S  -0.96  0.69  -0.53
O  0.03  -0.66  -0.32
H  0.46  1.34  -2.24
H  -0.36  -0.40  -2.35


Record 18
Entry from OMol25: C2H6O3Si as an isolated structure (ωB97M-V with the def2-TZVPD basis set).

Computed properties:
- DFT total energy: -16187.996 eV
- ΔE to the lowest compared entry with this formula, charge and spin: 3.928 eV
- Orbital gap: 9.721 eV
- E_HOMO: -9.21 eV

CARTESIAN COORDINATES (ANGSTROEM)
H  1.90  0.83  -0.12
O  -0.19  1.30  1.21
H  -0.85  -2.83  -0.14
C  -0.70  -0.92  -0.95
H  -1.30  -0.99  -1.79
H  0.44  -1.74  0.59
O  0.11  0.52  2.35
Si  0.50  1.03  -0.24
O  0.14  2.11  -1.41
H  0.10  3.06  -1.35
H  0.13  -0.42  2.05
C  -0.28  -1.96  -0.19


Record 19
Entry from OMol25: C2H6O4S2 in the gas phase (ωB97M-V with the def2-TZVPD basis set).

Computed properties:
- DFT total energy: -32029.446 eV
- ΔE to the lowest compared entry with this formula, charge and spin: 1.988 eV
- Orbital gap: 10.667 eV
- E_HOMO: -10.29 eV

CARTESIAN COORDINATES (ANGSTROEM)
O  -0.57  -0.54  1.58
H  -0.82  -2.80  -0.51
S  0.22  2.00  -1.20
O  1.19  -1.12  -0.03
O  1.12  1.77  -2.31
H  2.32  2.50  -0.14
H  -1.66  -1.64  -1.57
O  -0.64  0.62  -0.58
C  1.34  2.22  0.29
H  0.99  3.10  0.89
H  1.32  1.20  0.91
S  -0.16  -0.65  0.21
C  -1.33  -1.85  -0.45
H  -2.10  -1.75  0.28


Record 20
Entry from OMol25: C2H6OP2 in the gas phase (ωB97M-V with the def2-TZVPD basis set).

Computed properties:
- DFT total energy: -22791.969 eV
- ΔE to the lowest compared entry with this formula, charge and spin: 0.000 eV
- Multiplicity: 3
- Orbital gap (spin up / spin down): 6.510 / 6.696 eV
- E_HOMO (spin up / spin down): -6.13 / -8.74 eV

CARTESIAN COORDINATES (ANGSTROEM)
H  -1.56  -1.91  -1.38
C  -1.26  -0.79  -1.22
P  0.20  0.93  0.21
H  2.03  -0.40  0.44
H  1.88  0.88  1.89
P  -0.41  2.81  0.30
H  -1.00  -0.41  -2.18
O  -0.18  -0.64  -0.40
H  -2.13  -0.12  -1.04
H  1.00  -0.50  2.10
C  1.44  0.15  1.28